[1]
Molecular formula: C29H40NO9PSnTe
Method: DFT, ωB97M-V with the def2-TZVPD basis set

CARTESIAN COORDINATES (ANGSTROEM)
Sn 0.27417 0.75805 -0.43989
O -3.81920 -1.92702 3.93532
C -2.72451 -1.71795 3.24574
O -2.09510 -2.57203 2.61934
C -2.42592 -0.20250 3.18840
O -1.18590 0.22008 2.68389
C -0.12252 0.60995 3.51381
C 1.18733 1.00984 2.78692
O 2.05113 1.67008 3.39241
O 1.25576 0.72057 1.50492
H -3.98098 -2.88107 4.14752
H -2.61210 0.14918 4.23552
H -3.30673 0.21199 2.61337
H 0.33879 -0.27645 4.01385
H -0.36223 1.39714 4.20357
O -6.65429 -1.28082 -3.56518
C -7.08094 -0.53474 -2.65584
O -8.14840 0.17375 -2.54521
C -6.20505 -0.47988 -1.46928
C -6.65303 -0.58194 -0.14260
C -5.71269 -0.46446 0.83741
N -4.50091 0.05441 0.66389
C -4.05375 0.12465 -0.57519
C -4.86045 -0.30899 -1.65548
C -2.62651 0.60276 -0.96660
O -2.31791 0.73521 -2.15374
O -1.81153 0.87919 -0.00727
H -7.70538 -0.75513 0.06846
H -6.03773 -0.68094 1.85078
H -4.47158 -0.32880 -2.64460
C 5.29563 5.75058 3.08881
C 4.48047 4.87853 2.17100
C 3.16040 5.18398 1.84106
C 2.46701 4.48782 0.86634
C 1.03107 4.83946 0.52200
C 3.07853 3.42387 0.15220
Te 2.19682 2.75737 -1.73277
C 4.29311 2.97095 0.60539
C 4.88245 1.64678 0.26027
C 4.99768 3.74748 1.55710
H 6.13744 6.17773 2.57259
H 5.66329 5.22129 3.99290
H 4.74740 6.61656 3.39285
H 2.73104 6.04756 2.35170
H 0.72922 5.78181 0.92867
H 0.33570 4.14888 1.06374
H 0.76282 4.75536 -0.61518
H 4.15288 0.86056 0.56305
H 5.80033 1.48812 0.81777
H 5.06772 1.46421 -0.80023
H 6.02099 3.45305 1.71372
C 2.47516 -2.27081 0.45318
C 2.25069 -2.13535 -1.06404
C 2.63910 -3.42472 -1.87001
P 0.51600 -1.69047 -1.47671
C 0.28485 -1.51089 -3.32395
C 1.45091 -0.94273 -4.16364
C -0.47695 -2.75525 -3.97542
C -0.75752 -2.75204 -0.72503
C -2.09193 -2.81787 -1.49843
C -0.34465 -4.11347 -0.07934
H 3.48851 -2.59873 0.73065
H 1.76582 -2.98622 0.84819
H 2.29595 -1.34150 1.01830
H 2.90568 -1.38134 -1.48247
H 2.08823 -4.23899 -1.49242
H 3.69387 -3.54495 -1.68419
H 2.52207 -3.33707 -2.94783
H -0.49274 -0.68362 -3.34472
H 2.41218 -1.31760 -3.79928
H 1.48511 0.14766 -4.09632
H 1.31869 -1.20088 -5.24192
H -0.37439 -3.64013 -3.30999
H -0.09261 -2.95493 -4.97702
H -1.58131 -2.54172 -4.06764
H -0.91921 -2.13424 0.18679
H -2.27118 -1.90805 -2.02800
H -2.89987 -2.87835 -0.79331
H -2.11180 -3.66934 -2.11474
H -0.32204 -4.93851 -0.79856
H -1.11084 -4.37921 0.66837
H 0.59035 -4.08474 0.45225

Values from the calculation:
LUMO level: -3.233 eV
Strongest force on any atom: 3.5 eV/A
Orbital gap: 3.65 eV

Calculated atomic charges, method Mulliken, unit e: Sn 1.62; O -0.44; C 0.50; O -0.59; C -0.46; O -0.17; C -0.37; C 0.06; O -0.65; O -0.24; H 0.39; H 0.41; H 0.29; H 0.28; H 0.39; O -0.70; C 0.30; O -0.74; C 0.09; C -0.73; C -0.20; N -0.31; C 0.19; C -0.06; C 0.57; O -0.65; O -0.62; H 0.43; H 0.42; H 0.55; C -1.49; C 0.43; C -1.01; C 1.07; C -1.51; C 0.03; Te 0.04; C 1.16; C -1.15; C -0.97; H 0.36; H 0.32; H 0.39; H 0.28; H 0.41; H 0.13; H 0.26; H 0.01; H 0.39; H 0.33; H 0.37; C -0.89; C 0.59; C -1.71; P -0.33; C 0.68; C -1.35; C -1.23; C 2.15; C -2.07; C -1.66; H 0.48; H -0.03; H -0.08; H 0.51; H 0.34; H 0.52; H 0.39; H 0.30; H 0.25; H 0.21; H 0.49; H 0.20; H 0.47; H 0.30; H -0.46; H 0.25; H 0.54; H 0.58; H 0.36; H 0.37; H 0.38

[2]
Molecular formula: C29H41AsBr2N5O7S4SeSiTc
Method: DFT, ωB97M-V with the def2-TZVPD basis set

CARTESIAN COORDINATES (ANGSTROEM)
Tc 1.29167 -0.57561 1.72045
S 4.06127 3.18390 -0.36361
As 2.71828 2.77842 1.13001
S 2.84205 0.98613 2.35809
S 0.70284 3.64108 1.15420
S 2.16943 4.40075 2.52229
Br -2.86513 0.82182 0.36330
O -2.46851 -2.70012 7.98220
N -2.31926 -3.21381 6.89582
O -2.55188 -4.37150 6.62554
C -1.81023 -2.35959 5.81208
C -1.65980 -2.88876 4.55222
C -1.15090 -2.07899 3.55796
C -0.77827 -0.72678 3.76212
O -0.26598 -0.00264 2.82771
C -1.01583 -0.23975 5.07259
C -1.49987 -1.03812 6.07928
N -0.72179 1.16835 5.42796
O -0.65936 1.43633 6.60895
O -0.60224 1.95722 4.51800
N -1.02348 -2.67983 2.22877
O -1.63303 -3.69471 2.00235
O -0.30679 -2.14140 1.37517
H -1.92184 -3.91598 4.34401
H -1.63342 -0.62792 7.07028
C 2.94365 -1.72739 4.12304
C 2.70302 -2.66007 2.97688
C 2.80614 -4.01264 2.96932
C 2.49973 -4.45573 1.64159
C 2.21566 -3.35900 0.89384
C 1.81632 -3.31146 -0.53078
N 2.34400 -2.21620 1.68733
H 3.46956 -2.26651 4.90989
H 2.01927 -1.33780 4.57079
H 3.56113 -0.87765 3.83641
H 3.08061 -4.62781 3.81163
H 2.48148 -5.47533 1.29051
H 1.87415 -4.31502 -0.95184
H 2.47204 -2.65641 -1.10169
H 0.79365 -2.95139 -0.63888
Se -2.59545 1.93680 2.38672
C -3.96713 3.26497 2.19910
C -4.65400 3.65004 3.34092
C -5.62629 4.63271 3.22474
N -5.94616 5.22546 2.07806
C -5.26457 4.85279 0.99653
C -4.26850 3.88935 1.00024
H -4.44606 3.19763 4.30214
H -6.18692 4.94613 4.09763
H -5.52617 5.35523 0.07247
H -3.74863 3.63513 0.08652
C 0.98349 3.09018 -2.57243
C 0.12953 2.10692 -3.38450
C -1.30957 2.25160 -2.87087
C 0.16995 2.50204 -4.87714
Si 0.75234 0.33234 -3.27468
Br 1.33799 0.18756 -0.68545
C -0.53170 -1.04632 -3.41261
C -1.25919 -0.84596 -4.76099
C 0.11803 -2.43443 -3.41555
C -1.56134 -1.03399 -2.27022
C 2.48098 -0.00901 -3.96056
C 2.29354 -0.36959 -5.45126
C 3.22513 -1.15831 -3.26117
C 3.39506 1.22074 -3.84819
H 0.53625 4.08497 -2.65697
H 2.01198 3.15975 -2.90638
H 0.99581 2.82509 -1.52285
H -1.59173 3.30577 -2.94658
H -1.39415 1.95989 -1.82475
H -2.03029 1.68007 -3.45414
H -0.20666 3.52442 -4.96799
H -0.46004 1.86062 -5.49807
H 1.17807 2.48614 -5.28767
H -0.57379 -0.86003 -5.61141
H -1.82495 0.08421 -4.79781
H -1.96808 -1.66764 -4.89530
H 0.75807 -2.59513 -4.28209
H -0.67642 -3.18587 -3.45019
H 0.69524 -2.60822 -2.51751
H -2.14710 -0.12036 -2.23641
H -1.08712 -1.16053 -1.29821
H -2.25195 -1.86845 -2.42338
H 1.70371 -1.27477 -5.59298
H 3.28087 -0.54900 -5.88521
H 1.82331 0.43420 -6.02164
H 2.70702 -2.10974 -3.33354
H 3.40373 -0.93736 -2.21163
H 4.19800 -1.27011 -3.74848
H 3.03737 2.06853 -4.42929
H 4.37908 0.94848 -4.24098
H 3.53108 1.53699 -2.81375

Values from the calculation:
LUMO level: -1.674 eV
Strongest force on any atom: 1.2 eV/A
Orbital gap: 6.35 eV

Calculated atomic charges, method Mulliken, unit e: Tc 0.11; S -0.35; As 0.64; S -0.42; S -0.07; S -0.25; Br -0.13; O -0.62; N 1.07; O -0.63; C -0.70; C -0.51; C -0.39; C 1.07; O -0.51; C -0.30; C -0.31; N 1.11; O -0.65; O -0.52; N 0.87; O -0.63; O 0.10; H 0.67; H 0.68; C -1.37; C 0.71; C -0.97; C -0.74; C 0.10; C -0.40; N 0.25; H 0.43; H 0.17; H 0.32; H 0.48; H 0.48; H 0.24; H 0.00; H -0.01; Se 0.25; C 0.73; C -0.45; C -0.44; N -0.59; C -0.41; C -0.36; H 0.36; H 0.36; H 0.36; H 0.35; C -1.58; C 3.03; C -2.14; C -1.85; Si -2.08; Br 0.26; C 3.23; C -1.79; C -1.72; C -1.62; C 2.94; C -1.72; C -1.98; C -2.10; H 0.57; H 0.36; H -0.11; H 0.67; H 0.20; H 0.32; H 0.53; H 0.34; H 0.35; H 0.35; H 0.36; H 0.53; H 0.40; H 0.63; H -0.03; H 0.28; H -0.03; H 0.44; H 0.32; H 0.53; H 0.32; H 0.43; H 0.35; H 0.61; H 0.35; H 0.62; H 0.25